[1]
Formula: C16H26N3O
Source: the Open Molecules 2025 dataset
Level of theory: the ωB97M-V functional and the def2-TZVPD basis

Atoms and positions in Å:
C1 -1.93524 1.50515 0.83850
C2 -2.80792 0.42664 1.67184
C3 -3.66690 -0.54141 0.68200
O1 -3.27305 -1.93706 0.81378
C4 -2.68296 -2.43207 -0.39891
N1 -1.41860 -1.63728 -0.67350
C5 -0.43787 -1.51168 0.32713
C6 0.90695 -0.77844 0.29664
C7 1.96508 -0.69983 1.48139
C8 2.19050 -2.06988 2.27268
C9 2.54244 -3.31414 1.28815
C10 1.01662 -2.41045 3.32771
C11 1.12813 -0.04168 -1.08182
C12 -0.10280 -0.28908 -2.01022
N2 -1.26399 -1.03642 -1.84013
H1 -2.25920 2.53460 1.19812
H2 -2.10022 1.40295 -0.29697
H3 -0.80748 1.39657 1.01292
H4 -2.06261 -0.28065 2.18810
H5 -3.45098 0.89414 2.48611
H6 -3.62060 -0.16946 -0.40776
H7 -4.75512 -0.43772 1.04331
H8 -2.35722 -3.52165 -0.29077
H9 -3.37412 -2.36597 -1.30451
H10 -0.68368 -2.04206 1.31606
H11 1.64463 0.11509 2.21598
H12 2.95394 -0.33444 1.02334
H13 3.14040 -1.92241 2.90851
H14 2.79341 -2.83975 0.27230
H15 1.70417 -4.07999 1.23460
H16 3.50329 -3.80706 1.68180
H17 0.08785 -1.76179 3.21748
H18 0.78959 -3.53119 3.23716
H19 1.37251 -2.26571 4.41379
H20 2.04555 0.57982 -1.31991
H21 -0.03607 0.24393 -3.02634
N3 2.27699 4.41295 -2.60432
C13 1.36981 3.75641 -1.81746
C14 0.37297 3.27445 -2.63219
C15 0.69542 3.65099 -3.95993
C16 1.87654 4.34932 -3.91169
H22 3.11014 4.87154 -2.27305
H23 1.50980 3.69026 -0.74893
H24 -0.49093 2.71341 -2.30627
H25 0.12661 3.43451 -4.85193
H26 2.46419 4.80656 -4.69279

Force components x, y, z for each atom (eV/Å):
-0.30 0.10 0.33
1.18 -1.08 -0.93
-1.13 1.79 1.00
0.82 -0.11 -2.09
-0.70 -0.56 0.56
3.48 1.17 1.77
1.10 0.00 0.91
-1.68 1.07 -4.11
-0.31 -0.13 -0.28
0.49 -0.35 0.63
0.56 1.13 0.31
0.60 -0.42 0.39
-4.37 -3.54 2.71
1.54 0.65 0.17
2.70 1.61 0.15
0.62 -1.18 -0.82
0.10 0.29 1.74
-1.66 0.17 -0.08
-1.21 1.02 -0.48
0.80 -0.57 -1.31
0.02 -0.70 1.63
1.56 -0.55 -0.80
-0.56 1.57 0.24
1.15 0.33 1.09
0.21 0.77 -1.87
0.23 -1.05 -0.99
-1.50 -0.64 0.53
-1.47 0.06 -1.07
-0.44 -1.15 1.25
1.10 1.05 -0.13
-1.61 0.54 -0.69
1.09 -0.95 0.03
-0.07 1.72 0.12
-0.48 -0.09 -1.74
-1.51 -0.84 0.07
-0.34 -1.06 1.69
-0.09 -0.14 -0.05
0.09 -0.05 0.13
0.11 -0.12 0.22
0.12 0.03 -0.24
0.01 0.03 0.01
-0.14 -0.04 -0.06
-0.07 0.07 -0.07
0.01 0.13 0.00
0.06 0.06 0.07
-0.10 -0.04 0.05

Its HOMO-LUMO gap is 5.92 eV. As for the LUMO energy: -4.88 eV. The molar mass is 276.404 g/mol. As for the spin multiplicity: 1. The HOMO energy is -10.80 eV. As for the charge: +1. Its calculated total energy is -23519.720 eV. For the energy above the lowest of the compared OMol25 structures with the same formula, charge and spin, the calculation gives 8.109 eV.

Here are the Mulliken charges for atoms 1 to 8, given in e: -0.580 0.098 -0.564 -0.373 -0.413 0.936 -0.470 0.564

***

[2]
Formula: C16H26N6O5S
Source: the Open Molecules 2025 dataset
Level of theory: the ωB97M-V functional and the def2-TZVPD basis

Atoms and positions in Å:
C1 5.56777 -1.81656 -1.32460
S1 4.38153 -1.58399 0.01720
C2 4.94825 -0.07390 0.88097
C3 4.03889 1.14370 0.70314
O1 4.25274 2.14890 1.36301
N1 3.04195 1.06459 -0.20293
C4 2.07093 2.13163 -0.32989
C5 0.97288 2.02780 0.70683
O2 0.28432 0.81035 0.49579
C6 -0.69538 0.56151 1.48518
C7 -1.36130 -0.76360 1.18545
N2 -2.07173 -0.76593 -0.08802
C8 -1.35542 -1.28937 -1.23901
C9 -3.31364 -0.23247 -0.10697
O3 -3.83453 0.24805 0.88536
C10 -4.04506 -0.23379 -1.45126
N3 -5.43616 0.11616 -1.30583
C11 -6.01218 1.18943 -0.73817
N4 -7.31734 1.10698 -0.84662
C12 -7.49321 -0.07309 -1.50316
C13 -8.84635 -0.60772 -1.85636
N5 -9.84914 0.19983 -1.43647
O4 -9.00788 -1.64843 -2.45553
N6 -6.38111 -0.70565 -1.79952
C14 5.21424 -0.40189 2.38384
C15 6.71112 -0.57227 2.06574
O5 7.11916 -1.91270 1.86650
C16 6.46705 0.22540 0.76927
H1 5.17852 -2.64414 -1.91566
H2 5.63465 -0.93552 -1.95994
H3 6.55094 -2.08475 -0.94525
H4 2.83997 0.16014 -0.59777
H5 2.58827 3.08275 -0.21250
H6 1.63900 2.08810 -1.33035
H7 1.41071 2.04873 1.71175
H8 0.28487 2.87772 0.61345
H9 -0.23000 0.51868 2.47842
H10 -1.44425 1.36130 1.49364
H11 -0.60788 -1.55176 1.14487
H12 -2.06790 -0.99230 1.98197
H13 -1.92874 -1.16845 -2.15210
H14 -0.41067 -0.75910 -1.35358
H15 -1.14859 -2.35348 -1.10489
H16 -3.54982 0.46260 -2.13227
H17 -4.03847 -1.21891 -1.91135
H18 -5.45054 1.96936 -0.25436
H19 -9.63921 1.04567 -0.93552
H20 -10.79709 -0.07666 -1.61738
H21 5.03270 0.48437 2.98900
H22 4.69525 -1.26389 2.80223
H23 7.41805 -0.13946 2.76999
H24 6.37106 -2.40370 1.50387
H25 7.00155 -0.09267 -0.12199
H26 6.61722 1.29240 0.93177

Force components x, y, z for each atom (eV/Å):
-0.09 0.09 -0.09
0.15 -0.09 0.06
-0.16 -0.05 0.19
0.10 0.05 -0.17
0.00 0.00 0.00
0.00 0.00 0.01
0.00 0.00 0.00
0.00 0.00 0.00
0.00 0.00 0.00
0.00 0.00 0.00
0.00 0.00 0.00
0.01 0.01 0.00
-0.01 -0.01 0.00
0.00 -0.01 0.00
0.00 0.00 0.00
0.00 0.00 0.00
-0.01 0.00 0.00
0.01 -0.01 0.01
0.00 0.01 -0.01
-0.01 -0.01 0.01
0.01 0.00 -0.01
-0.01 0.00 0.00
0.00 0.00 0.00
0.01 0.00 -0.01
0.00 0.00 0.01
0.00 0.00 0.00
0.00 0.00 0.00
0.00 0.01 0.00
0.00 0.00 0.00
0.00 0.00 0.00
0.00 0.00 0.00
0.00 0.00 0.00
0.00 0.00 0.00
0.00 0.00 0.00
0.00 0.00 0.00
0.00 0.00 0.00
0.00 0.00 0.00
0.00 0.00 0.00
0.00 0.00 0.00
0.00 0.00 0.00
0.00 0.01 0.00
0.00 0.00 0.00
0.00 0.00 0.00
0.00 0.00 0.00
0.00 0.00 0.00
0.00 0.00 0.00
0.00 0.00 0.00
0.00 0.00 0.00
0.00 0.00 0.00
0.00 0.00 0.00
0.00 0.00 0.00
0.00 0.00 0.00
0.00 -0.01 0.00
0.00 0.00 0.00

Its HOMO-LUMO gap is 9.40 eV. As for the LUMO energy: 0.22 eV. The molar mass is 414.488 g/mol. As for the spin multiplicity: 1. Its SMILES is CS[C@]1(C(=O)NCCOCCN(C)C(=O)Cn2cnc(C(N)=O)n2)C[C@H](O)C1. The HOMO energy is -9.17 eV. Its calculated total energy is -47027.583 eV. For the energy above the lowest of the compared OMol25 structures with the same formula, charge and spin, the calculation gives 1.863 eV.

Here are the Mulliken charges for atoms 1 to 8, given in e: -0.939 -0.087 1.130 -0.264 -0.683 -0.036 -1.002 -0.594

***

[3]
Formula: C16H27ClN3O4S
Source: the Open Molecules 2025 dataset
Level of theory: the ωB97M-V functional and the def2-TZVPD basis

Atoms and positions in Å:
C1 5.16226 2.59474 -0.52120
C2 3.56259 2.31445 -0.66792
O1 3.26288 1.11567 0.09651
C3 2.13796 0.38399 -0.45489
C4 0.86665 0.48616 0.51980
C5 -0.51490 -0.08567 -0.09113
C6 -0.87671 0.54802 -1.51549
C7 -0.38406 -0.20056 -2.83064
C8 0.53908 -1.48798 -2.70580
C9 0.39149 0.86083 -3.80872
N1 -0.85351 -1.54214 0.15371
C10 -2.05372 -2.04227 0.51964
C11 -2.44380 -3.57380 0.77052
O2 -3.88080 -3.69438 0.89352
N2 -4.32394 -3.90280 -0.39833
O3 -4.84587 -2.91442 -0.81422
S1 -3.08268 -0.50476 0.69933
C12 -1.60407 0.66221 0.89510
C13 -1.25198 0.81873 2.45412
C14 -0.89462 -0.53460 3.23590
C15 0.02278 -0.09132 4.51846
Cl1 -2.38367 -1.35894 3.99980
O4 -1.94695 2.06113 0.54569
C16 -3.36667 2.13676 0.36108
N3 -4.52106 2.33540 0.06338
H1 5.46941 2.79963 0.55746
H2 5.70573 1.67724 -0.97199
H3 5.39317 3.48385 -1.22723
H4 3.36949 2.23122 -1.79155
H5 2.96271 3.17779 -0.19349
H6 1.93883 0.64685 -1.54776
H7 2.46305 -0.73129 -0.45281
H8 1.17754 -0.02456 1.50984
H9 0.69615 1.61871 0.70068
H10 -0.41893 1.61341 -1.52522
H11 -2.01582 0.72970 -1.63470
H12 -1.32380 -0.50315 -3.43828
H13 0.96240 -1.74864 -1.68380
H14 1.38627 -1.40448 -3.49083
H15 -0.07925 -2.40785 -3.05018
H16 0.13537 1.94949 -3.57568
H17 1.53572 0.73889 -3.68242
H18 0.16326 0.66931 -4.91460
H19 -0.15929 -2.31386 0.04867
H20 -1.92712 -3.94135 1.73808
H21 -2.04298 -4.27562 -0.06192
H22 -2.20614 1.24527 2.95819
H23 -0.44518 1.62819 2.63832
H24 -0.25740 -1.28313 2.65816
H25 -0.68669 0.14197 5.39303
H26 0.64304 0.84640 4.31495
H27 0.74525 -0.92987 4.81352

Force components x, y, z for each atom (eV/Å):
-0.99 -0.19 -1.12
1.64 1.13 0.74
-1.36 -0.05 -1.75
0.39 -1.58 0.49
1.04 -0.04 -0.83
-1.06 3.23 1.61
0.03 0.20 -0.77
0.05 0.63 -1.54
-0.48 -1.09 -1.10
0.40 -0.11 0.15
-0.25 -3.20 0.24
0.77 4.20 -0.52
0.67 -0.26 0.38
2.61 0.57 1.58
-1.80 2.03 -2.74
0.74 -2.19 0.74
0.05 -2.09 0.38
0.41 -1.10 1.61
-0.93 -0.37 0.33
1.68 1.32 1.55
-0.35 -0.16 0.14
1.15 0.38 -1.13
-4.18 -1.58 -0.89
-1.29 1.57 -1.43
5.62 -1.12 1.68
-0.39 -0.30 -1.61
-0.81 1.49 1.01
-0.24 -1.31 1.43
-0.11 -0.15 1.57
0.86 -1.10 -1.01
0.07 -0.06 1.60
-0.45 1.73 -0.08
-0.72 0.91 -1.57
0.11 -1.93 -0.21
-0.66 -1.85 0.35
1.88 -0.51 0.47
1.51 0.41 1.22
-0.35 0.63 -1.37
-1.22 -0.22 1.60
1.05 1.38 0.69
0.19 -1.50 -0.34
-1.83 0.27 -0.18
0.26 0.18 1.65
-0.08 1.38 -0.21
-1.04 0.93 -1.32
-0.65 1.41 1.02
1.47 -0.72 -0.90
-1.22 -1.55 -0.64
-1.37 0.91 0.60
1.23 -0.38 -1.31
-0.85 -1.34 0.07
-1.22 1.16 -0.35

Its HOMO-LUMO gap is 7.84 eV. As for the LUMO energy: -4.81 eV. The molar mass is 392.929 g/mol. As for the spin multiplicity: 1. The HOMO energy is -12.65 eV. As for the charge: +1. Its calculated total energy is -53031.209 eV. For the energy above the lowest of the compared OMol25 structures with the same formula, charge and spin, the calculation gives 0.000 eV.

Here are the Mulliken charges for atoms 1 to 8, given in e: -1.043 -0.116 -0.371 0.152 -0.480 0.187 -1.020 0.425

***

[4]
Formula: C16H27ClPdSe3SiTe
Source: the Open Molecules 2025 dataset
Level of theory: the ωB97M-V functional and the def2-TZVPD basis

Atoms and positions in Å:
Pd1 -0.45741 -0.42202 -0.55340
Se1 -2.33395 -2.05881 -0.54565
Se2 -0.22641 -3.00732 -0.41142
Te1 2.08687 -0.46984 -1.31764
Se3 3.60043 0.31748 0.40880
Cl1 -4.35085 3.06449 4.66987
C1 -3.10897 2.17591 3.79611
C2 -1.84246 2.72211 3.65952
C3 -0.87378 2.01123 2.97304
C4 -1.14135 0.75267 2.40106
C5 -0.13540 0.00972 1.68585
C6 -2.44080 0.23178 2.57494
C7 -3.41158 0.93204 3.26191
H1 -1.61912 3.69032 4.08943
H2 0.12297 2.42566 2.87963
H3 -0.19741 -1.07191 1.78070
H4 0.87579 0.40702 1.71659
H5 -2.67625 -0.72244 2.11615
H6 -4.40846 0.52371 3.37185
C8 -2.74222 2.28898 -0.30985
Si1 -1.29006 1.59279 -1.33676
C9 -2.06378 1.31684 -3.10214
C10 -3.40714 0.59255 -2.94822
C11 -1.15341 0.42681 -3.95676
C12 -2.33764 2.61072 -3.86866
C13 -0.06228 3.11686 -1.41307
C14 0.69613 3.14993 -0.08338
C15 -0.78430 4.46957 -1.52290
C16 0.95432 3.03733 -2.55255
H7 -3.29608 3.07134 -0.83864
H8 -2.39354 2.71211 0.63640
H9 -3.42787 1.47614 -0.06374
H10 -3.29150 -0.34541 -2.40444
H11 -3.80750 0.35897 -3.94610
H12 -4.14922 1.20882 -2.43514
H13 -1.01934 -0.55580 -3.49700
H14 -0.15737 0.85819 -4.09793
H15 -1.59965 0.28513 -4.95186
H16 -2.98233 3.29658 -3.31169
H17 -2.85872 2.36541 -4.80713
H18 -1.42703 3.14940 -4.13429
H19 -0.00110 3.27171 0.74987
H20 1.38354 4.00805 -0.06908
H21 1.28402 2.24923 0.10183
H22 -1.48170 4.62751 -0.69652
H23 -1.33967 4.58908 -2.45516
H24 -0.04017 5.27709 -1.47957
H25 1.53284 2.11203 -2.52778
H26 1.66971 3.86709 -2.46489
H27 0.48560 3.11064 -3.53700

Force components x, y, z for each atom (eV/Å):
0.46 -0.45 -0.16
-0.33 0.30 -0.06
0.17 -0.13 0.13
-0.20 0.10 -0.02
0.06 0.05 0.06
0.01 0.02 0.01
0.01 0.07 0.04
-0.07 -0.02 0.00
0.01 0.02 -0.01
0.08 -0.12 -0.09
0.04 0.00 0.10
-0.01 0.04 0.01
-0.03 -0.06 -0.04
-0.01 0.00 0.01
0.00 -0.01 -0.02
0.03 0.05 0.03
-0.02 -0.01 -0.02
0.00 0.01 0.00
0.00 0.02 0.01
0.07 -0.09 0.02
-0.19 0.34 0.10
-0.01 -0.09 -0.03
0.03 0.02 -0.09
0.08 0.01 0.01
-0.08 0.05 -0.13
-0.04 0.00 0.01
0.02 -0.02 0.09
-0.10 0.00 -0.02
0.07 -0.04 -0.02
-0.03 0.00 -0.06
0.02 -0.03 0.01
-0.03 0.01 0.01
-0.02 0.00 0.01
-0.01 -0.02 0.00
0.02 0.03 0.05
-0.04 0.01 0.01
-0.04 0.02 0.03
0.00 -0.03 -0.02
-0.01 -0.04 0.03
0.01 0.04 0.00
-0.02 -0.02 0.00
0.01 0.00 0.00
0.02 0.00 0.01
-0.02 -0.01 -0.06
0.02 -0.03 -0.01
0.03 -0.02 0.03
0.02 0.02 0.00
-0.02 0.00 0.03
0.02 0.02 -0.01
0.02 0.00 0.03

Its HOMO-LUMO gap (spin up / spin down) is 4.75 / 5.16 eV. As for the LUMO energy (spin up / spin down): 4.32 / 4.32 eV. The molar mass is 753.831 g/mol. As for the spin multiplicity: 3. The HOMO energy (spin up / spin down) is -0.43 / -0.85 eV. As for the charge: -2. Its calculated total energy is -244245.526 eV. For the energy above the lowest of the compared OMol25 structures with the same formula, charge and spin, the calculation gives 0.000 eV.

Here are the Mulliken charges for atoms 1 to 8, given in e: -0.832 -0.625 -0.503 -0.114 -0.672 -0.306 0.461 -0.641